# C34H30N6O3P2RbS

A structure of composition C34H30N6O3P2RbS at a distorted geometry (ωB97M-V/def2-TZVPD, the OMol25 dataset).

Results
Max |F|, Eh/bohr: 0.04742
Charge: +1
Spin multiplicity: 1

Last column: Mulliken charge in e.
Geometry (Å):
H -4.610 -2.490 1.937  0.422
C -2.525 -4.164 1.068  -0.122
N -2.434 2.189 -3.133  -0.284
Rb 0.697 -0.510 -0.397  0.941
H -2.155 -4.348 3.179  0.259
S -0.386 -0.145 -3.136  1.299
H -2.627 -1.779 2.929  0.483
H -2.553 -1.961 -3.400  0.458
H -3.127 3.856 0.180  0.374
H -3.924 -6.569 -0.869  0.423
C -0.967 0.012 7.261  -0.451
H -1.045 0.180 8.326  0.400
C -3.425 -0.839 -0.783  0.147
C 2.147 -0.814 2.719  -0.082
C 0.936 -1.612 2.786  0.199
H -2.990 -4.284 -1.022  0.401
H -2.517 -0.718 -1.356  0.268
C -5.744 -0.340 -0.421  -0.743
H -0.434 1.693 4.368  0.454
H -6.657 -1.307 1.267  0.423
H 2.408 -4.654 2.825  0.503
N -0.903 0.827 -1.929  -0.215
H -4.586 0.444 -2.050  0.548
C -3.540 -6.082 0.017  -0.654
C -0.761 -0.422 4.531  0.173
C -1.624 -0.308 -4.383  -0.408
H -0.607 2.077 6.807  0.414
O 0.817 0.405 -3.701  -0.802
C -4.588 -0.185 -1.167  -0.236
H -5.131 -1.551 -7.299  0.194
C 3.432 -1.449 3.068  -0.685
C -2.581 -1.301 -4.257  -0.013
C 2.338 -3.573 2.830  -0.488
C -1.009 -1.495 5.387  -0.082
N -4.508 -0.767 -7.327  -0.483
C -1.121 -1.271 6.748  -0.721
O -0.238 -1.444 -2.492  -0.793
C -1.801 1.812 -1.998  0.016
H -4.293 -2.235 -5.146  0.300
O 3.105 -0.033 0.693  -0.309
C -4.589 -1.823 1.080  -0.548
H 0.204 -3.615 2.590  0.397
H -3.771 3.438 -4.035  0.405
H 4.296 -0.826 3.249  0.532
H -4.338 4.664 -1.894  0.419
C -2.553 0.359 -6.484  -0.862
C -3.629 3.851 -1.920  -0.695
H 4.436 -3.311 3.288  0.454
C -0.711 1.076 6.410  -0.627
H -3.992 -7.730 1.314  0.375
C -3.308 3.174 -3.087  -0.204
N -2.070 2.426 -0.814  -0.462
C -3.016 -4.804 -0.070  -0.399
C -0.611 0.863 5.043  -0.282
C -3.414 -1.647 0.347  0.235
H -1.333 -2.098 7.414  0.427
C -5.746 -1.166 0.699  -0.810
C -3.068 -6.113 2.373  -0.736
C -3.572 -6.736 1.243  -0.519
H -3.088 -6.625 3.327  0.429
H -1.121 -2.495 4.986  0.266
H 2.054 0.245 2.942  0.506
H -4.433 -0.261 -8.188  0.192
H -6.651 0.175 -0.712  0.417
C 1.081 -2.986 2.684  -0.157
P -0.629 -0.683 2.721  0.229
C 3.494 -2.818 3.090  -0.553
H -2.540 0.997 -7.360  0.305
C -3.544 -1.457 -5.236  -0.985
C -2.540 -4.831 2.288  0.233
N -1.723 -1.975 2.504  -0.219
C -2.949 3.404 -0.793  -0.121
C -3.548 -0.626 -6.364  1.164
C -1.600 0.512 -5.504  -0.415
N 2.714 -1.026 1.187  0.218
H -0.821 1.257 -5.586  0.440
P -1.854 -2.478 0.828  0.423

***

# C3H7NO2

The molecule C3H7NO2 at a distorted geometry (ωB97M-V/def2-TZVPD, the OMol25 dataset).

Results
Max |F|, Eh/bohr: 0.03349
Relative energy (zero: lowest compared OMol25 entry of this formula, charge and spin), kJ/mol: 370.9
Charge: 0
Spin multiplicity: 1

Last column: Mulliken charge in e.
Geometry (Å):
H -0.480 2.134 -0.360  0.356
N -1.063 -1.143 0.560  -0.072
H 1.537 0.798 -0.275  0.326
O 1.670 -1.124 -0.836  -0.508
C -0.905 1.362 0.290  -1.295
C 1.109 -0.164 0.021  -0.710
H -1.992 1.480 0.277  0.364
C -0.417 -0.031 -0.160  0.454
H -0.554 -0.461 -1.171  0.437
H 1.372 -0.352 1.071  0.350
O -1.068 -2.109 -0.172  -0.317
H -0.575 1.610 1.314  0.298
H 1.368 -2.000 -0.561  0.317

***

# C3H10N2O2

A cluster of 2 separate species, C3H10N2O2 in total at a distorted geometry (ωB97M-V/def2-TZVPD, the OMol25 dataset).

Results
Max |F|, Eh/bohr: 0.13048
Relative energy (zero: lowest compared OMol25 entry of this formula, charge and spin), kJ/mol: 326.6
Charge: 0
Spin multiplicity: 1

Last column: Mulliken charge in e.
Geometry (Å):
H -1.885 -0.162 -0.211  0.222
H -0.812 -1.576 -0.530  0.230
C 0.357 1.478 0.393  -0.643
H -1.629 -2.411 -4.962  0.332
H -0.452 0.636 2.057  0.248
H 0.653 1.807 3.504  0.274
O -1.189 -3.243 -4.519  -0.647
H 1.253 1.948 -0.018  0.300
O 0.821 -0.035 -1.516  -0.584
N 1.399 1.508 2.756  -0.568
H 1.154 -0.367 1.746  0.313
C 0.192 0.134 -0.425  0.471
H -0.497 2.172 0.388  0.305
N -0.991 -0.566 -0.178  -0.401
H -1.121 -2.901 -3.625  0.314
C 0.653 0.606 1.884  -0.409
H 2.093 0.972 3.257  0.245

***

# C2H8N2S

A cluster of 2 separate species, C2H8N2S in total at a distorted geometry (ωB97M-V/def2-TZVPD, the OMol25 dataset).

Results
Max |F|, Eh/bohr: 0.02431
Relative energy (zero: lowest compared OMol25 entry of this formula, charge and spin), kJ/mol: 49.2
Charge: 0
Spin multiplicity: 1

Last column: Mulliken charge in e.
Geometry (Å):
S -1.958 1.151 1.420  -0.781
N 0.037 -0.407 -0.068  0.021
H 0.144 -2.403 0.507  0.266
H -0.435 -2.082 -1.112  0.318
H 1.081 2.571 -0.684  0.239
H 1.335 -1.881 -0.880  0.276
C 0.795 0.570 -0.483  0.307
H -0.253 2.108 0.418  0.061
C 0.344 -1.795 -0.388  -0.789
N 0.537 1.859 -0.190  -0.227
H 1.660 0.374 -1.134  0.240
H -0.854 -0.102 0.561  0.000
H -2.433 0.036 2.033  0.071

***

Table of HOMO-LUMO gap (eV), in record order: 3.00, 9.21, 9.53, 7.79
Table of calculated total energy (Ha), in record order: -2972.5038, -323.6397, -380.2123, -588.6611
Table of E_LUMO (eV), in record order: -6.24, -0.14, 0.53, 0.43